# 1
C22H30N4O4S | ωB97M-V/def2-TZVPD

XYZ file:
```
61
Properties=species:S:1:pos:R:3:forces:R:3
O -5.92406 4.75196 1.08300 0.2887 -0.1571 0.0059
O -1.67292 4.80195 -0.00165 -0.4212 -0.1526 -0.1935
O 1.62258 -5.79767 -1.74343 1.0414 1.1712 0.4594
O 1.90098 -6.17291 0.66081 1.2790 0.9136 -0.8295
C -5.51913 4.82140 -0.06993 -1.3806 0.6784 1.0458
C -2.33426 4.16609 0.81470 0.5376 0.3366 -1.0502
C -0.99785 -0.77260 1.98312 -0.4245 0.5366 -0.4058
C -0.32027 0.32269 1.42169 -0.9335 -0.1047 -0.1515
C -2.37694 -0.93252 1.76338 0.4269 0.6920 -0.3564
C 6.11361 -3.95888 -0.21170 -0.2025 -0.2692 0.0100
C 5.76603 -2.63600 -0.48495 -0.9039 -0.5050 -0.0276
C -1.01821 1.24922 0.62815 -0.3435 -0.8185 0.5194
C -3.07792 -0.00021 0.97802 1.0860 -0.0006 0.2733
C 5.14263 -4.95982 -0.25650 0.1311 0.0903 0.0319
C 3.46967 -3.32213 -0.87279 -1.4563 0.7813 -0.5900
C 4.44378 -2.30843 -0.80570 1.1596 0.0525 0.2480
C -2.39842 1.09061 0.40361 0.1403 -0.1201 0.2505
C 3.81918 -4.64150 -0.59258 0.3490 -0.8883 0.1702
N -1.93914 4.13342 2.09212 -0.2305 -0.3977 1.0924
N 2.15482 -3.00566 -1.20440 -0.0648 -0.0152 -0.0471
N -4.43642 4.18098 -0.50420 1.3847 -0.8223 -0.1733
N 3.37015 -7.32506 -0.94667 0.6748 0.4329 0.1092
C -6.26181 5.65357 -1.08906 0.0726 -0.1211 0.0264
C -2.55022 3.39382 3.19649 -0.1955 0.0669 -0.3317
C 2.22298 0.81117 -1.19843 -0.0781 -0.2291 0.1144
C 4.08493 -0.87092 -1.09357 -0.4933 -0.3477 0.2670
C 1.75376 -1.63914 -1.57470 0.5193 -0.3584 0.4008
C 2.59958 -0.61975 -0.80297 0.0390 0.3337 -0.6361
C -3.15573 2.10556 -0.42922 0.3829 -0.2402 0.0260
C -3.56687 3.36450 0.34699 -0.3208 0.0198 0.2224
S 2.55726 -5.92615 -0.62093 -2.2134 -1.2033 0.5109
H -0.45900 -1.49045 2.58659 0.0014 -0.0174 -0.0022
H 0.73724 0.45195 1.60179 0.0695 0.0144 -0.0109
H -2.89756 -1.77431 2.19798 -0.0192 -0.0262 0.0022
H 7.13796 -4.20843 0.04555 -0.1553 -0.0393 -0.0331
H 6.52509 -1.86043 -0.44535 -0.1408 -0.0056 -0.0115
H -0.49457 2.09253 0.19958 -0.0106 0.0864 -0.0726
H -4.13893 -0.12629 0.81464 -0.0807 0.0243 -0.0526
H 5.42178 -5.98564 -0.02457 -0.1814 0.2030 -0.1112
H -1.11988 4.68493 2.29423 -0.0253 -0.0123 -0.1801
H 1.58891 -3.76984 -1.58994 0.3896 0.4929 0.3028
H -4.13946 4.33759 -1.45275 0.1700 0.0238 0.0299
H 2.82681 -8.04022 -0.48313 0.0414 -0.2561 0.1065
H 3.31362 -7.42616 -1.94981 0.1793 -0.3294 -0.2081
H -7.15458 6.06922 -0.62345 0.1544 -0.0767 -0.0289
H -5.61700 6.46116 -1.43046 -0.0253 0.0590 -0.1716
H -6.54830 5.02383 -1.92937 -0.0111 0.1043 -0.1859
H -3.55876 3.76722 3.38609 0.0234 -0.0750 0.0990
H -1.95269 3.52091 4.10037 -0.0193 0.0500 -0.1962
H -2.59652 2.32893 2.96041 0.0070 0.0005 0.0976
H 2.47874 1.00418 -2.24500 0.0012 -0.0052 0.0868
H 1.14987 0.97259 -1.07720 0.0680 0.0606 -0.0138
H 2.75613 1.53274 -0.57157 -0.0616 -0.0250 -0.1163
H 4.30355 -0.65462 -2.14451 -0.0887 0.1427 0.0119
H 4.69428 -0.20137 -0.47773 0.0246 -0.1008 -0.1195
H 0.69438 -1.49085 -1.33805 0.1363 -0.1599 -0.0028
H 1.88586 -1.49466 -2.65269 -0.0086 0.1829 -0.0457
H 2.41500 -0.75295 0.26821 0.0271 -0.1142 -0.0488
H -4.05244 1.62969 -0.82915 -0.0794 0.1401 0.0500
H -2.53458 2.39727 -1.27781 0.0132 0.1125 -0.0657
H -4.13672 3.04383 1.21844 -0.2498 0.1912 -0.1009
```
Forces are in eV/Å.

HOMO   -8.062 eV
Largest force on an atom   0.050 Eh/bohr
ΔE to the lowest compared entry with this formula, charge and spin   28.5 kcal/mol
Spin multiplicity   1
Structure (SMILES)   C[C@H]1CNc2c(cccc2S(N)(=O)=O)C1.CNC(=O)[C@H](Cc1ccccc1)NC(C)=O
Orbital gap   8.73 eV



# 2
C22H30N4O6S | ωB97M-V/def2-TZVPD

XYZ file:
```
63
Properties=species:S:1:pos:R:3:forces:R:3
C -3.00510 -0.60884 -2.37789 0.0061 -0.0043 -0.0810
H -3.17801 -1.59643 -1.95341 -0.0413 -0.0744 -0.0594
O -2.76818 0.24906 -1.28002 0.1750 -0.0137 0.0752
C -2.61450 1.60756 -1.60802 0.1510 0.2427 -0.0856
H -2.58625 2.12268 -0.64318 -0.0628 0.0579 -0.0887
C -1.32480 1.92158 -2.38862 -0.3109 -0.2470 -0.0130
N -0.18027 1.34785 -1.73060 -0.1571 0.3932 0.0900
C 0.36652 0.19552 -2.15100 0.3258 0.0258 0.2644
O 0.11878 -0.33209 -3.22045 0.0147 -0.2823 -0.3254
C 1.32156 -0.45327 -1.13533 0.0236 0.0530 -0.2139
N 0.49058 -1.06841 -0.09078 0.3106 0.0332 -0.2476
C 0.00426 -0.30785 0.90673 -0.1938 -0.1108 0.3905
O 0.15592 0.90948 0.93070 -0.1045 0.1849 0.2390
C -0.73802 -0.96264 2.06321 -0.1648 0.0309 -0.1135
H -0.26795 -0.57617 2.96981 0.0224 -0.0236 -0.1006
H -0.67715 -2.04749 2.06738 0.0490 -0.0055 0.0500
C -2.20198 -0.51093 2.04254 0.4732 -0.0622 -0.0436
C -3.05613 -1.39776 1.18524 -0.1174 0.2313 0.1197
O -2.75895 -2.52201 0.84185 0.0587 -0.2138 -0.0606
N -4.29051 -0.90867 0.81743 -0.3526 -0.7520 -0.1720
C -4.78122 0.36001 0.90151 -0.8594 0.6498 -0.4757
N -4.36276 1.30961 1.65913 0.5627 -0.5356 0.3944
C -5.07911 2.44742 1.48383 -0.5853 0.3356 -0.4232
C -6.08346 2.37795 0.57831 0.0644 -0.0552 0.0326
S -6.15230 0.80195 -0.12091 0.5511 0.0153 0.4212
H -6.78069 3.13454 0.28376 -0.1437 0.2031 -0.0184
H -4.81578 3.31215 2.06448 -0.0351 0.2108 0.0601
H -4.80516 -1.53311 0.20607 0.2233 0.0124 0.1642
H -2.27054 0.51826 1.68953 0.0106 -0.1202 0.1745
H -2.62874 -0.53101 3.04849 -0.0531 0.0887 -0.0446
C 0.18025 -2.46805 -0.29798 0.2292 -0.6934 0.3128
H -0.79958 -2.70900 0.11436 0.1538 0.0235 -0.0762
H 0.14015 -2.64407 -1.37539 -0.0716 0.0183 0.0424
C 1.23933 -3.39455 0.30435 -0.2760 0.0136 -0.1127
O 2.43774 -3.26175 -0.42507 -0.2058 0.2255 -0.1156
C 3.48095 -4.05619 0.07158 0.0870 -0.0576 0.0610
H 4.34410 -3.86787 -0.56301 0.0506 -0.0683 0.0602
H 3.72533 -3.79123 1.10837 0.0140 -0.0098 -0.0250
H 3.22276 -5.12199 0.03414 0.0249 0.0252 -0.0010
H 1.41384 -3.14055 1.36244 -0.0531 -0.0166 -0.0575
H 0.87997 -4.43436 0.25838 0.0230 0.0661 0.0234
C 2.39193 0.45750 -0.58446 0.2174 -0.0665 0.0407
C 3.05761 0.12114 0.58434 -0.0579 0.0670 -0.2519
C 4.07810 0.90875 1.08641 0.2607 0.1274 0.1551
C 4.46609 2.05664 0.40611 -0.1228 0.0032 -0.1828
C 3.82046 2.38431 -0.78547 0.2142 0.0711 0.1911
C 2.80049 1.59497 -1.27214 0.0786 -0.1605 0.0721
H 2.32197 1.86378 -2.20134 -0.0342 0.0719 -0.0657
H 4.13842 3.26921 -1.31368 0.0395 0.1095 -0.0720
O 5.45456 2.90823 0.80387 -0.1807 0.0293 -0.2453
C 6.13260 2.63335 2.00422 0.0927 -0.0463 0.1680
H 6.85439 3.43954 2.12703 -0.0333 -0.0801 0.0380
H 6.66502 1.67741 1.95692 -0.0335 0.0286 0.0128
H 5.44964 2.62679 2.86010 0.0250 -0.0170 -0.0292
H 4.56228 0.61432 2.00453 0.0592 0.0085 0.0780
H 2.77621 -0.77266 1.12029 -0.0545 -0.1072 0.0754
H 1.82535 -1.28173 -1.64612 -0.2408 0.2018 0.0274
H -0.01145 1.60070 -0.75700 0.0519 -0.1283 -0.1459
H -1.36908 1.50087 -3.39605 0.0102 0.1480 0.0792
H -1.21159 3.00706 -2.45585 -0.0677 -0.0444 -0.0751
H -3.48202 1.96719 -2.18343 0.0414 0.0001 0.0821
H -2.14553 -0.66092 -3.05093 -0.0452 0.0032 0.0186
H -3.89032 -0.28573 -2.93930 -0.0368 -0.0135 0.0085
```
Forces are in eV/Å.

HOMO   -8.074 eV
Largest force on an atom   0.023 Eh/bohr
ΔE to the lowest compared entry with this formula, charge and spin   44.3 kcal/mol
Spin multiplicity   1
Structure (SMILES)   COCCNC(=O)[C@@H](c1ccc(OC)cc1)N(CCOC)C(=O)CCC(=O)Nc1nccs1
Orbital gap   8.63 eV



# 3
C22H30N7O5 | ωB97M-V/def2-TZVPD

XYZ file:
```
64
Properties=species:S:1:pos:R:3:forces:R:3
C 3.40359 4.55149 -5.42576 0.1929 0.1944 -0.0098
H 3.60500 5.00804 -4.45112 -0.0004 -0.0322 -0.0381
H 3.01566 5.30961 -6.10357 0.0754 -0.0290 0.0606
O 2.39811 3.56862 -5.33983 -0.2129 -0.3181 0.0469
C 2.62929 2.45825 -4.59514 -0.0956 -0.1010 0.0589
C 3.76434 2.23310 -3.82315 0.0222 0.3374 -0.1506
C 3.87924 1.06277 -3.09177 -0.1527 -0.1344 -0.0052
C 2.88759 0.09436 -3.11712 0.1580 -0.1016 0.0105
C 1.75740 0.32281 -3.89626 0.0558 0.0803 -0.0569
C 1.62610 1.48609 -4.62190 0.0598 0.2333 -0.0783
H 0.75565 1.66699 -5.23176 -0.1149 0.0187 -0.0942
H 0.97737 -0.42236 -3.93817 -0.0968 -0.0919 -0.0131
C 2.99776 -1.13674 -2.25927 -0.1024 0.2087 0.2074
H 2.44571 -1.96571 -2.70500 0.0685 -0.0504 0.0680
H 4.04410 -1.42654 -2.14019 -0.0247 -0.0365 0.0310
C 2.40272 -0.82780 -0.87142 0.1917 -0.2320 -0.3919
N 2.59443 -1.86597 0.14334 0.0621 -0.1961 0.0412
H 2.16183 -2.73026 -0.17212 0.0487 -0.0154 0.0048
H 3.58349 -2.05127 0.27983 -0.0768 -0.0041 -0.0151
H 1.62472 -1.17799 1.36994 -0.0158 -0.0497 0.1383
H 2.87133 0.08570 -0.49346 -0.1036 -0.0723 -0.0778
C 0.89560 -0.63959 -1.04088 0.0940 0.4300 0.4892
O 0.20399 -1.44405 -1.62932 -0.0501 -0.4443 -0.2580
N 0.31726 0.45602 -0.47643 -0.4095 0.3807 -0.3352
C 0.86842 1.33409 0.52071 0.1371 0.0686 0.4228
H 1.85141 1.71035 0.22579 -0.1033 -0.0095 0.0216
C -0.08784 2.50568 0.80841 0.3139 -0.0277 -0.4359
C -0.88295 3.02409 -0.40127 0.3310 0.3010 0.4818
H -1.32591 3.99218 -0.14918 0.0573 -0.0404 -0.0732
O -1.87280 2.10735 -0.79663 -0.3908 -0.2288 -0.1364
H -2.56801 2.10295 -0.12765 0.0387 -0.0293 -0.0462
H -0.20987 3.15204 -1.25183 -0.0095 0.0708 0.0903
H 0.48656 3.33188 1.25113 -0.0397 -0.0692 -0.1032
O -1.01273 2.00308 1.76430 -0.2187 0.0016 -0.0225
C -0.33453 1.15569 2.65464 0.4888 0.0851 0.0916
N -1.23856 0.12322 3.08468 -0.0652 -0.0608 -0.2320
C -1.82813 -0.85240 2.34760 -0.6831 -0.6835 0.4563
N -1.71930 -1.17175 1.03862 -0.0042 0.0534 -0.1254
C -2.43718 -2.23456 0.61965 0.2300 0.3254 -0.2073
N -3.23175 -2.92772 1.35499 -0.3406 -0.3641 0.2389
C -3.40891 -2.66250 2.68262 0.3349 0.3657 -0.1465
N -4.23366 -3.42992 3.35997 0.1274 0.0857 -0.1930
C -4.50226 -3.25426 4.76510 -0.0656 0.1499 0.6257
H -3.92893 -2.42303 5.16651 -0.1520 -0.1777 0.0147
H -4.24183 -4.16785 5.30188 0.0036 -0.0117 -0.0199
H -5.56710 -3.06563 4.91135 -0.0034 -0.0057 -0.0203
C -4.93561 -4.52189 2.72982 -0.2459 -0.4332 -0.3775
H -4.66373 -5.46096 3.21337 0.0129 0.0114 0.0254
H -4.67557 -4.56515 1.67633 -0.1007 -0.0736 0.1356
H -6.01116 -4.37676 2.83757 0.0023 0.0218 0.0205
C -2.66721 -1.56492 3.21407 0.5757 0.4441 -0.7908
N -2.57177 -1.01490 4.46300 -0.0054 0.1468 0.5258
C -1.73502 -0.03504 4.35549 -0.2392 -0.2110 0.1455
H -1.44696 0.60096 5.16788 0.1701 0.2553 0.1098
H -2.32979 -2.51023 -0.41995 0.1501 0.1117 -0.1076
H -1.02654 -0.72180 0.43953 -0.0582 -0.1761 0.0249
O 0.85453 -0.77310 1.86256 0.1410 -0.0504 0.0591
C 0.93327 0.60963 1.91269 0.0444 0.3781 0.0789
H 1.83143 0.94117 2.45219 -0.1401 0.0204 -0.0518
H -0.03832 1.70909 3.55788 -0.1073 -0.1439 -0.1391
H -0.60040 0.71714 -0.84091 0.1023 -0.1477 -0.0235
H 4.77025 0.90255 -2.50046 0.1140 -0.0290 0.0543
H 4.56492 2.95456 -3.78644 0.0553 0.0939 -0.0296
H 4.33125 4.14111 -5.83546 -0.0309 0.0081 0.0253
```
Forces are in eV/Å.

HOMO   -10.456 eV
Largest force on an atom   0.021 Eh/bohr
ΔE to the lowest compared entry with this formula, charge and spin   0.0 kcal/mol
Spin multiplicity   1
Structure (SMILES)   COc1ccc(C[C@H](N)C(=O)N[C@@H]2[C@H](O)[C@H](n3cnc4c(=[N+](C)C)nc[nH]c43)O[C@@H]2CO)cc1
Orbital gap   7.98 eV
Total charge   +1